Density functional theory data (ωB97M-V/def2-TZVPD) for 14 unconnected molecules or ions with the total composition C18H63F3N13O16S at a distorted geometry.

Relative energy (zero: lowest compared OMol25 entry of this formula, charge and spin): 0.0 kcal per mole
2S+1: 1
Total charge: -1
HOMO-LUMO gap: 9.00 eV

Cartesian coordinates (Å):
C (-0.3411, 1.1951, 1.2329)
F (-1.3717, 2.0078, 1.5468)
F (0.8100, 1.9501, 1.3392)
F (-0.3994, 0.1243, 2.0286)
S (-0.4655, 0.6227, -0.6054)
O (-0.6609, 1.8355, -1.4244)
O (0.7831, 0.0026, -0.9455)
O (-1.5952, -0.3064, -0.7382)
C (-0.9785, -6.2547, 1.5661)
C (0.4858, -6.5607, 1.6494)
C (1.3640, -5.3037, 1.2996)
O (1.2214, -4.1381, 2.1583)
C (0.3209, -3.0905, 1.6596)
N (0.9357, -7.0553, 2.9533)
H (-1.3554, -5.4737, 2.2266)
H (-1.6525, -7.0627, 1.8505)
H (-1.2551, -5.9775, 0.5489)
H (0.5903, -7.2805, 0.8375)
H (1.1767, -5.0418, 0.2583)
H (2.4111, -5.6029, 1.2521)
H (0.9556, -2.4763, 1.0208)
H (-0.1163, -2.4880, 2.4558)
H (-0.4744, -3.3703, 0.9688)
H (0.9805, -6.2872, 3.6077)
H (1.9021, -7.3171, 2.8207)
C (4.3445, 0.7154, -3.2197)
C (3.0144, 0.5386, -4.0200)
C (3.2588, 0.0791, -5.4947)
O (3.8269, 1.1620, -6.2084)
C (2.9025, 2.1765, -6.5322)
N (2.1987, -0.4333, -3.2637)
H (4.2008, 1.1507, -2.2308)
H (4.9441, 1.4670, -3.7333)
H (4.9526, -0.1743, -3.0567)
H (2.5036, 1.5015, -4.0129)
H (2.3254, -0.1917, -5.9884)
H (4.0315, -0.6810, -5.6100)
H (3.4367, 2.9244, -7.1182)
H (2.3894, 2.6597, -5.7007)
H (2.1479, 1.8791, -7.2603)
H (2.8108, -1.2004, -3.0250)
H (1.9558, 0.0803, -2.4287)
C (-3.3802, -2.9262, 3.1324)
C (-4.3684, -1.7482, 3.1702)
C (-3.6571, -0.3946, 3.4801)
O (-4.6958, 0.5045, 3.7409)
C (-4.3193, 1.8070, 3.7397)
N (-5.1712, -1.6742, 1.9200)
H (-2.7709, -2.9541, 2.2291)
H (-3.9780, -3.8373, 3.1594)
H (-2.7769, -3.0544, 4.0312)
H (-5.0583, -1.8497, 4.0079)
H (-3.0357, -0.0398, 2.6579)
H (-3.0860, -0.5936, 4.3869)
H (-5.1146, 2.4508, 3.3640)
H (-3.4598, 2.0493, 3.1146)
H (-3.9772, 2.0924, 4.7345)
H (-5.6721, -0.8089, 2.0629)
H (-5.8588, -2.3788, 2.1454)
O (-3.1833, 3.9853, 1.0605)
H (-4.0228, 4.2595, 1.4297)
H (-3.4068, 3.6096, 0.2090)
O (-1.3226, 2.7275, -4.3165)
H (-1.5153, 2.5904, -3.3890)
H (-0.6765, 2.0542, -4.5295)
O (-3.4029, -1.9587, -0.1949)
H (-2.7021, -1.3228, -0.3390)
H (-4.0011, -1.5232, 0.4123)
O (-0.4312, 0.1073, -4.0569)
H (-1.0258, -0.0602, -3.3257)
H (0.4310, -0.1473, -3.7282)
O (-3.8663, 2.8214, -1.4492)
H (-3.1298, 2.3315, -1.8149)
H (-4.4283, 3.0070, -2.2015)
C (3.6537, 3.7201, -0.6144)
O (4.4176, 2.9172, -0.1728)
N (3.8028, 4.5980, -1.5194)
N (2.4340, 3.7060, -0.2453)
H (3.0591, 4.8833, -2.1404)
H (4.7459, 4.5788, -1.8804)
H (2.2504, 2.9616, 0.4122)
H (1.7248, 4.3953, -0.4500)
C (-0.6489, -3.9134, -1.9790)
O (0.0869, -4.7144, -2.5328)
N (-0.2913, -2.6894, -1.6679)
N (-1.7282, -4.3149, -1.3899)
H (0.6776, -2.4275, -1.7810)
H (-0.9512, -2.0439, -1.2580)
H (-2.4099, -3.5923, -1.2077)
H (-2.0575, -5.2357, -1.6425)
C (1.1473, 2.7858, 4.2610)
O (1.7426, 3.8779, 4.2442)
N (0.0104, 2.5706, 4.8868)
N (1.7074, 1.6735, 3.9992)
H (-0.3668, 1.6371, 4.9681)
H (-0.4685, 3.4199, 5.1502)
H (1.2972, 0.8363, 4.3878)
H (2.7060, 1.6251, 3.8559)
C (-0.7335, 5.6138, -0.6315)
O (-0.0700, 5.9191, -1.5878)
N (-0.9762, 4.4037, -0.3630)
N (-1.4595, 6.4627, 0.1644)
H (-0.6633, 3.6084, -0.9012)
H (-1.5528, 4.2785, 0.4567)
H (-1.6089, 7.4135, -0.1419)
H (-2.1225, 5.9278, 0.7069)
C (3.9838, -0.3269, 1.1085)
O (4.5280, 0.0529, 2.1306)
N (4.2076, -1.5848, 0.7734)
N (3.2915, 0.3132, 0.2104)
H (4.7544, -2.0980, 1.4500)
H (4.0550, -1.8954, -0.1755)
H (2.8859, -0.0775, -0.6280)
H (3.4878, 1.3036, 0.2364)

Forces on the atoms, in the same order (eV/Å):
C 0.10 0.90 -1.50
F 0.69 -0.67 -0.14
F -1.81 -1.68 0.33
F 0.67 0.72 -0.04
S -0.59 1.00 -2.04
O -0.40 -0.69 1.51
O 0.39 -0.44 1.07
O 0.93 1.48 0.79
C -1.50 0.39 0.43
C 0.58 1.77 0.35
C -0.82 0.34 -0.92
O -1.24 -0.81 -0.38
C 1.29 -0.31 -0.79
N -0.27 -0.85 -0.33
H 0.49 0.50 0.05
H 0.44 -0.64 -0.10
H 0.14 0.15 0.02
H 0.86 -0.35 0.26
H -0.38 0.38 -0.20
H 0.19 0.05 0.68
H 0.04 0.54 0.19
H 0.35 -0.35 0.29
H -0.14 -0.86 0.32
H -0.24 0.33 0.04
H 0.22 -0.26 0.17
C -0.12 1.24 -0.78
C 1.49 -1.47 0.59
C 0.10 1.24 0.69
O -0.16 0.66 -0.27
C 0.23 0.46 -1.00
N -0.02 0.78 -0.91
H -0.43 -0.04 0.07
H 0.37 -0.12 -0.15
H -0.21 -0.31 -0.40
H -0.16 -0.14 -0.13
H -0.17 -0.41 0.21
H -0.35 -0.43 0.44
H 0.34 0.22 0.43
H 0.17 -0.10 0.22
H -0.37 -0.72 0.16
H -0.12 -0.27 0.19
H -0.20 -0.47 0.35
C -0.86 -0.33 0.13
C 1.59 0.71 0.05
C -0.91 -1.79 -0.23
O -0.85 -1.18 -0.56
C 0.99 2.04 0.19
N 0.30 0.11 1.50
H -0.01 0.20 0.06
H -0.09 -0.22 -0.39
H 0.22 0.58 0.03
H 0.05 -0.25 0.31
H 0.18 -0.07 -0.06
H 0.47 0.28 0.09
H -0.27 -0.04 0.39
H 0.14 -0.37 -0.46
H -0.31 0.43 0.38
H -0.39 0.41 -0.32
H -0.46 -0.32 -0.87
O -0.43 0.35 1.01
H -0.18 0.05 0.18
H -0.24 -0.37 -0.91
O -0.50 0.88 -0.38
H 0.33 -0.09 0.22
H 0.07 -0.64 0.17
O 0.00 -0.90 -0.43
H 0.10 0.24 -0.07
H -0.67 -0.28 0.46
O -0.68 0.29 -0.61
H -0.26 -0.04 0.14
H 0.89 -0.59 0.14
O -0.19 0.07 0.26
H 0.48 -0.29 0.02
H -0.15 0.14 -0.15
C -1.42 -1.20 0.86
O 3.57 -1.89 0.90
N 3.76 4.01 -4.84
N -5.56 -1.39 3.00
H 0.13 -0.03 0.33
H -0.19 0.45 -0.50
H -0.58 0.59 -0.04
H 0.15 -0.11 0.00
C 3.19 -1.40 -0.29
O 1.02 -0.62 -1.12
N 0.83 2.53 -0.08
N -4.41 -1.04 1.23
H -0.49 0.18 -0.25
H 0.51 0.04 0.00
H -0.54 -0.28 0.49
H -0.07 0.33 -0.12
C 2.12 4.10 2.16
O -1.19 -0.40 -0.83
N -3.46 1.13 1.05
N 3.20 -5.15 -1.73
H -0.35 0.67 0.04
H -0.42 -0.58 0.12
H 0.34 0.04 -0.38
H -0.09 0.10 -0.36
C -0.60 3.03 -1.50
O 1.99 1.74 -1.62
N -0.82 -4.99 2.40
N 0.31 0.62 0.55
H 0.14 0.20 0.02
H 0.39 -0.90 -0.34
H -0.07 -0.42 0.19
H -0.44 1.05 0.07
C 1.78 -1.28 0.68
O -0.45 1.76 1.20
N 0.20 -3.38 -0.68
N -1.33 2.90 -0.85
H -0.14 -0.18 -0.53
H 0.19 -0.30 0.46
H 0.22 -0.06 0.61
H -0.14 0.36 -0.37